1.
{
  "formula": "C49H44N2O7P2Re",
  "method": "wB97M-V/def2-TZVPD",
  "spin_multiplicity": 4,
  "total_charge": 2,
  "homo_lumo_gap_ha": [0.2961, 0.2418],
  "s2": 3.777,
  "e_homo_ev": [-13.787, -13.772],
  "lumo_ev": [-5.73, -7.19],
  "elements": ["Re", "O", "C", "O", "C", "C", "C", "C", "C", "N", "C", "O", "O", "H", "H", "H", "O", "C", "C", "C", "C", "C", "C", "P", "C", "C", "C", "C", "C", "C", "C", "C", "C", "C", "C", "C", "C", "C", "C", "C", "C", "C", "P", "C", "C", "C", "C", "C", "C", "C", "C", "C", "C", "C", "C", "H", "H", "H", "H", "H", "H", "H", "H", "H", "H", "H", "H", "H", "H", "H", "H", "H", "H", "H", "H", "H", "H", "H", "H", "H", "H", "H", "H", "O", "C", "C", "C", "C", "C", "C", "N", "H", "H", "H", "H", "H", "H", "H", "H", "H", "H", "H", "O", "H", "H"],
  "positions_angstrom": [[-0.1162, 0.3162, -0.0597], [1.0281, -3.0739, -1.9572], [0.9105, -2.1196, -1.2472], [-0.0655, -1.2131, -1.3460], [1.8661, -1.8283, -0.1052], [2.9248, -2.5951, 0.3319], [3.6123, -2.1677, 1.4686], [3.2545, -0.9958, 2.1341], [2.2063, -0.2627, 1.6216], [1.5616, -0.7063, 0.5449], [1.6464, 1.0541, 2.1308], [2.0514, 1.5854, 3.1205], [0.6496, 1.5067, 1.3653], [3.1902, -3.5014, -0.1951], [4.4381, -2.7598, 1.8420], [3.7760, -0.6481, 3.0152], [-1.1006, 2.0254, -2.7005], [-2.4821, 2.0705, -2.7948], [-3.0806, 2.2373, -4.0308], [-4.4597, 2.3439, -4.0933], [-5.2196, 2.2849, -2.9306], [-4.6066, 2.0647, -1.7110], [-3.2168, 1.9423, -1.6289], [-2.4506, 1.3860, -0.0773], [-3.6247, 0.0872, 0.3882], [-3.6182, -1.0485, -0.4229], [-4.5832, -2.0277, -0.2565], [-5.5519, -1.8860, 0.7295], [-5.5596, -0.7584, 1.5376], [-4.6050, 0.2356, 1.3625], [-2.4697, 2.7813, 1.0670], [-2.2049, 4.0422, 0.5322], [-2.1034, 5.1453, 1.3655], [-2.2754, 5.0002, 2.7346], [-2.5413, 3.7476, 3.2705], [-2.6291, 2.6378, 2.4452], [-0.4561, 3.2349, -2.6156], [-1.0031, 4.4349, -3.0401], [-0.2145, 5.5746, -3.0137], [1.1056, 5.5183, -2.5909], [1.6301, 4.3210, -2.1395], [0.8368, 3.1718, -2.1051], [1.4502, 1.5578, -1.5873], [1.9248, 0.7165, -3.1188], [3.1813, 0.9665, -3.6808], [3.5006, 0.4564, -4.9273], [2.5676, -0.2863, -5.6375], [1.3054, -0.5014, -5.1054], [0.9777, 0.0030, -3.8565], [2.9502, 1.8598, -0.6197], [3.0129, 2.9304, 0.2764], [4.1458, 3.1263, 1.0505], [5.2216, 2.2557, 0.9461], [5.1559, 1.1729, 0.0792], [4.0245, 0.9691, -0.6952], [-2.4628, 2.3053, -4.9177], [-4.9443, 2.4827, -5.0506], [-6.2958, 2.3827, -2.9818], [-5.2123, 1.9640, -0.8188], [-2.8763, -1.1524, -1.2098], [-4.5869, -2.8965, -0.9031], [-6.3093, -2.6485, 0.8588], [-6.3219, -0.6385, 2.2965], [-4.6502, 1.1272, 1.9727], [-2.0875, 4.1758, -0.5356], [-1.9000, 6.1205, 0.9418], [-2.2082, 5.8634, 3.3838], [-2.6828, 3.6326, 4.3373], [-2.8159, 1.6649, 2.8793], [-2.0205, 4.4829, -3.4053], [-0.6348, 6.5133, -3.3508], [1.7253, 6.4045, -2.6128], [2.6592, 4.2839, -1.8141], [3.9101, 1.5772, -3.1671], [4.4789, 0.6499, -5.3467], [2.8213, -0.6876, -6.6099], [0.5684, -1.0639, -5.6627], [-0.0100, -0.1700, -3.4612], [2.1719, 3.6006, 0.3929], [4.1789, 3.9540, 1.7465], [6.1083, 2.4181, 1.5454], [5.9894, 0.4867, -0.0009], [3.9857, 0.1130, -1.3562], [-0.9484, -2.3983, 1.1299], [-1.1060, -3.6310, 0.9807], [-0.8825, -4.6041, 2.1102], [-2.1336, -5.4181, 2.5316], [-3.2557, -5.4738, 1.4950], [-2.8852, -6.1281, 0.1662], [-1.6028, -5.5666, -0.4581], [-1.4319, -4.1362, -0.2029], [-0.4922, -4.0362, 2.9512], [-0.0857, -5.2802, 1.7876], [-2.5381, -4.9746, 3.4414], [-1.8176, -6.4276, 2.7995], [-3.6157, -4.4551, 1.3118], [-4.1018, -6.0117, 1.9240], [-3.7184, -6.0107, -0.5296], [-2.7487, -7.2033, 0.2998], [-1.6027, -5.7029, -1.5370], [-0.7237, -6.0904, -0.0821], [-1.5183, -3.4778, -0.9658], [-1.2092, -0.1131, 1.9425], [-1.2196, -1.1155, 1.9533], [-0.7395, 0.2267, 2.7123]],
  "forces_ev_per_angstrom": [[-0.0829, 1.2151, 0.5609], [-0.0234, -0.0615, -0.0004], [0.0463, 0.0439, 0.0524], [-0.2080, -0.0991, 0.1216], [-0.0409, 0.0301, 0.0921], [0.0459, -0.0146, 0.0147], [0.0230, -0.0220, 0.0166], [0.0542, -0.0181, -0.0083], [0.0042, -0.0112, -0.0917], [-0.1444, -0.1522, -0.0156], [0.0144, -0.1050, -0.0714], [0.0160, 0.0073, 0.0493], [0.0913, 0.2309, 0.0503], [-0.0124, 0.0045, -0.0009], [-0.0089, 0.0145, -0.0064], [-0.0074, 0.0012, -0.0006], [-0.0261, -0.1113, 0.0360], [-0.0516, -0.0193, -0.0223], [0.0038, 0.0109, -0.0315], [-0.0031, 0.0104, -0.0403], [-0.0540, -0.0146, 0.0128], [-0.0114, -0.0122, 0.0248], [-0.0433, -0.0399, 0.0043], [0.1088, -0.1493, -0.2827], [-0.1086, 0.0620, -0.0549], [0.0248, -0.0158, 0.0222], [0.0514, -0.0198, 0.0184], [-0.0041, -0.0059, 0.0238], [-0.0058, 0.0052, -0.0032], [-0.0235, -0.0197, 0.0301], [-0.0060, 0.0129, -0.0232], [-0.0313, 0.0437, 0.0168], [-0.0006, 0.0099, -0.0029], [-0.0063, -0.0009, -0.0169], [-0.0079, -0.0051, 0.0272], [0.0968, -0.0581, 0.0419], [0.1461, 0.0716, -0.0024], [-0.0700, 0.0190, -0.0527], [-0.0115, 0.0412, -0.0057], [0.0351, 0.0403, -0.0051], [-0.0427, -0.0419, 0.0467], [0.0608, 0.1015, 0.0107], [0.0066, -0.0965, -0.0707], [-0.0617, 0.0523, -0.1208], [-0.0231, 0.0749, -0.0208], [0.0128, -0.0031, -0.0162], [-0.0076, -0.0076, -0.0024], [0.0030, 0.0116, 0.0156], [0.0587, -0.0933, 0.0638], [0.0772, -0.0575, -0.0346], [0.0211, -0.0173, -0.0005], [-0.0048, -0.0076, 0.0108], [0.0026, -0.0004, 0.0069], [-0.0008, -0.0017, -0.0092], [-0.0041, 0.0122, 0.0224], [-0.0172, -0.0062, 0.0196], [0.0060, -0.0027, 0.0082], [0.0230, 0.0027, 0.0085], [0.0130, -0.0078, -0.0042], [0.0039, 0.0008, 0.0161], [-0.0071, 0.0072, 0.0141], [0.0139, 0.0140, -0.0026], [0.0119, -0.0066, -0.0163], [-0.0253, -0.0188, -0.0324], [-0.0075, -0.0209, -0.0215], [-0.0104, -0.0241, 0.0102], [0.0028, -0.0172, -0.0076], [0.0112, 0.0055, -0.0200], [0.0129, 0.0404, -0.0026], [0.0667, 0.0026, 0.0148], [0.0083, -0.0140, -0.0012], [-0.0149, -0.0199, 0.0076], [0.0205, -0.0126, 0.0116], [0.0052, -0.0010, 0.0338], [-0.0124, -0.0032, -0.0049], [-0.0012, 0.0110, 0.0106], [0.0061, -0.0042, 0.0053], [-0.0247, -0.0071, 0.0213], [-0.0110, -0.0013, -0.0055], [0.0066, -0.0121, -0.0189], [-0.0178, -0.0059, -0.0104], [-0.0073, 0.0103, 0.0050], [-0.0022, 0.0050, -0.0366], [0.0535, -0.2792, -0.0987], [-0.0302, -0.0765, 0.1846], [-0.0152, -0.0286, -0.0345], [-0.0056, 0.0214, -0.0209], [-0.0050, 0.0545, 0.0114], [0.0028, -0.0289, -0.0150], [-0.0160, 0.0202, 0.0005], [0.0452, 0.0717, -0.0888], [-0.0023, 0.0178, 0.0128], [-0.0155, -0.0032, 0.0057], [-0.0019, 0.0045, 0.0006], [-0.0060, 0.0021, -0.0228], [0.0086, -0.0270, -0.0132], [0.0043, -0.0091, 0.0160], [0.0067, 0.0262, -0.0006], [0.0030, 0.0035, 0.0079], [0.0105, 0.0017, -0.0078], [-0.0078, -0.0113, 0.0232], [-0.0208, -0.0470, 0.0508], [0.1124, -0.5675, -0.5261], [-0.0988, -0.0128, 0.0973], [0.0580, 0.1086, 0.0367]],
  "nbo_charge": [1.491, -0.521, 0.760, -0.732, 0.116, -0.180, -0.123, -0.127, 0.094, -0.498, 0.749, -0.512, -0.734, 0.270, 0.253, 0.264, -0.531, 0.371, -0.269, -0.156, -0.201, -0.150, -0.427, 1.035, -0.380, -0.204, -0.194, -0.180, -0.208, -0.141, -0.382, -0.194, -0.183, -0.189, -0.128, -0.224, 0.400, -0.315, -0.136, -0.239, -0.087, -0.499, 1.146, -0.327, -0.201, -0.202, -0.159, -0.191, -0.197, -0.438, -0.189, -0.184, -0.165, -0.230, -0.147, 0.244, 0.241, 0.241, 0.234, 0.217, 0.226, 0.235, 0.236, 0.222, 0.223, 0.231, 0.236, 0.224, 0.224, 0.248, 0.239, 0.241, 0.226, 0.226, 0.236, 0.236, 0.231, 0.230, 0.240, 0.241, 0.239, 0.234, 0.221, -0.787, 0.743, -0.504, -0.398, -0.407, -0.415, -0.228, -0.574, 0.238, 0.234, 0.224, 0.222, 0.196, 0.237, 0.216, 0.226, 0.233, 0.204, 0.419, -0.937, 0.543, 0.516]
}

---

2.
{
  "formula": "C49H44N5O7P5SSe2V",
  "method": "wB97M-V/def2-TZVPD",
  "spin_multiplicity": 4,
  "total_charge": -2,
  "homo_lumo_gap_ha": [0.2040, 0.2278],
  "s2": 3.758,
  "e_homo_ev": [-1.678, -2.326],
  "lumo_ev": [3.87, 3.87],
  "de_lowest_kj_mol": 63.5,
  "elements": ["V", "S", "C", "C", "C", "C", "C", "N", "H", "H", "H", "H", "O", "P", "O", "O", "O", "P", "O", "O", "O", "H", "H", "Se", "P", "C", "C", "C", "C", "C", "C", "C", "C", "C", "C", "C", "C", "C", "C", "N", "N", "N", "P", "Se", "C", "C", "C", "C", "C", "C", "C", "C", "C", "C", "C", "C", "H", "H", "H", "H", "H", "H", "H", "H", "H", "H", "H", "H", "H", "H", "H", "H", "H", "H", "H", "H", "N", "H", "H", "H", "C", "C", "C", "C", "C", "C", "P", "C", "C", "C", "C", "C", "C", "C", "C", "C", "C", "C", "C", "H", "H", "H", "H", "H", "H", "H", "H", "H", "H", "H", "H", "H", "H", "H"],
  "positions_angstrom": [[-0.1351, -0.9502, -1.3107], [-1.8072, -2.8205, 1.5094], [-2.6634, -1.7302, 0.4966], [-4.0687, -1.6245, 0.7154], [-4.8615, -0.8069, -0.0370], [-4.2623, -0.0534, -1.0511], [-2.9085, -0.1832, -1.2150], [-2.0906, -0.9883, -0.4997], [-4.4760, -2.2292, 1.5140], [-5.9281, -0.7459, 0.1521], [-4.8178, 0.6263, -1.6825], [-2.4230, 0.4086, -1.9758], [0.9613, 0.2485, -4.3345], [2.1703, -0.1361, -3.3104], [3.4338, -0.2424, -4.0572], [1.6785, -1.2874, -2.4639], [2.1406, 1.1740, -2.3176], [0.7749, 2.0257, -2.1511], [1.1872, 2.9997, -0.9292], [0.5496, 2.8511, -3.3745], [-0.3232, 1.0898, -1.7243], [0.8635, 1.2168, -4.4276], [1.5390, 3.8022, -1.3355], [5.6097, 0.3932, 2.5143], [3.6621, 1.1514, 2.8708], [3.2200, 0.6613, 4.5713], [3.1329, 1.5176, 5.6580], [2.8875, 1.0135, 6.9299], [2.7303, -0.3496, 7.1207], [2.8275, -1.2131, 6.0354], [3.0789, -0.7135, 4.7702], [3.8083, 2.9482, 2.6958], [3.3954, 3.5318, 1.5060], [3.7647, 4.8385, 1.2110], [4.5203, 5.5715, 2.1094], [4.9329, 4.9896, 3.3038], [4.6007, 3.6770, 3.5851], [2.3691, 0.5044, 1.7735], [1.0456, 0.6371, 1.2812], [0.8738, -0.4093, 0.4183], [1.9635, -1.1764, 0.4813], [2.8475, -0.6573, 1.2659], [-0.4017, 1.5981, 1.8663], [-1.9574, 2.3805, 0.6652], [-1.0591, 0.5110, 3.1840], [-2.3981, 0.5937, 3.5426], [-2.8752, -0.1300, 4.6251], [-2.0188, -0.9353, 5.3614], [-0.6854, -1.0354, 4.9960], [-0.2139, -0.3304, 3.9007], [0.1764, 3.0298, 2.8609], [0.2314, 4.2758, 2.2372], [0.4649, 5.4223, 2.9734], [0.6241, 5.3472, 4.3517], [0.5544, 4.1163, 4.9796], [0.3412, 2.9597, 4.2372], [3.2420, 2.5822, 5.5171], [2.8152, 1.6927, 7.7713], [2.5335, -0.7408, 8.1115], [2.7065, -2.2802, 6.1746], [3.1712, -1.3822, 3.9209], [2.8154, 2.9549, 0.7958], [3.4558, 5.2821, 0.2722], [4.7984, 6.5931, 1.8790], [5.5461, 5.5502, 3.9990], [5.0048, 3.1937, 4.4654], [-3.0591, 1.2247, 2.9615], [-3.9253, -0.0716, 4.8856], [-2.3958, -1.5058, 6.2019], [-0.0134, -1.6876, 5.5395], [0.8183, -0.4471, 3.5982], [0.0583, 4.3314, 1.1698], [0.5148, 6.3806, 2.4713], [0.7937, 6.2466, 4.9317], [0.6559, 4.0477, 6.0562], [0.2568, 2.0109, 4.7487], [0.3014, -3.0424, -0.8334], [-0.0821, -3.1994, 0.1040], [1.3167, -3.0250, -0.7819], [-0.0054, -3.8127, -1.4168], [-3.5808, -5.5755, -2.2540], [-2.3881, -5.7749, -2.9288], [-1.6539, -4.6899, -3.3950], [-2.0967, -3.3843, -3.1979], [-3.3159, -3.2016, -2.5392], [-4.0453, -4.2799, -2.0682], [-1.0897, -1.8733, -3.5938], [0.0488, -2.5540, -4.8656], [-0.0602, -2.2475, -6.2179], [0.8377, -2.7690, -7.1388], [1.8664, -3.5984, -6.7204], [2.0043, -3.8846, -5.3699], [1.1106, -3.3576, -4.4516], [-2.2995, -0.9480, -4.6150], [-2.2601, 0.4425, -4.5482], [-3.1397, 1.2075, -5.3048], [-4.0661, 0.5880, -6.1297], [-4.1101, -0.8003, -6.2026], [-3.2302, -1.5626, -5.4511], [-4.1391, -6.4184, -1.8653], [-2.0147, -6.7791, -3.0914], [-0.7311, -4.8759, -3.9283], [-3.6998, -2.2018, -2.3801], [-4.9700, -4.0999, -1.5342], [-0.8334, -1.5741, -6.5617], [0.7397, -2.5080, -8.1858], [2.5775, -3.9907, -7.4372], [2.8307, -4.4908, -5.0211], [1.2769, -3.5226, -3.3959], [-1.5307, 0.9272, -3.9069], [-3.0942, 2.2875, -5.2439], [-4.7547, 1.1834, -6.7176], [-4.8337, -1.2889, -6.8447], [-3.2656, -2.6443, -5.5101]],
  "forces_ev_per_angstrom": [[0.1069, -0.7678, -0.8630], [0.0984, 0.0799, 0.0853], [-0.0366, -0.0522, -0.0878], [0.0051, 0.0098, 0.0840], [0.0277, 0.0374, -0.0546], [-0.0772, -0.0493, 0.0049], [0.0758, 0.1628, -0.0466], [-1.1487, -0.1061, 0.3929], [-0.0040, 0.0072, -0.0048], [-0.0043, -0.0043, 0.0058], [0.0034, 0.0043, -0.0059], [0.1052, 0.0388, 0.0889], [-0.0518, -0.0365, 0.0137], [0.0664, -0.1076, -0.3344], [0.1820, 0.0619, 0.3275], [-0.1410, 0.4427, -0.0832], [-0.0254, 0.1560, -0.0992], [-0.0086, -0.0471, -0.3876], [-0.0068, 0.0450, 0.0225], [0.0002, 0.0068, 0.0224], [0.3843, 0.2819, -0.0512], [0.0166, -0.0269, -0.0206], [-0.0626, -0.0257, 0.0433], [-0.0330, -0.0212, 0.0337], [0.1112, 0.0778, -0.0716], [-0.0375, 0.0383, -0.0440], [-0.1364, 0.0579, -0.0137], [-0.0212, -0.0217, 0.0321], [0.0186, 0.0246, 0.0077], [0.0042, -0.0062, -0.0215], [-0.0195, -0.0116, 0.0054], [-0.0831, -0.0030, 0.0847], [-0.0561, -0.0139, -0.0189], [-0.1056, 0.0062, 0.0096], [-0.0163, 0.0197, 0.0387], [0.0038, 0.0208, -0.0125], [-0.0329, -0.0160, -0.0202], [-0.0995, -0.3479, 0.2356], [0.1475, 0.1648, -0.3150], [0.6078, 0.4980, 1.4872], [-0.2198, 0.1265, -0.1274], [0.2177, -0.0200, -0.1170], [-0.1234, -0.0177, 0.1699], [0.1077, -0.1669, 0.0252], [0.0825, -0.1404, -0.0512], [-0.0419, 0.0673, 0.0051], [-0.0223, -0.0112, -0.0001], [-0.0231, -0.0058, -0.0156], [-0.0205, -0.0762, -0.0532], [0.0581, -0.0491, -0.0644], [0.1279, -0.0099, -0.0431], [0.1509, 0.0020, -0.0781], [0.0884, 0.0115, -0.0356], [0.0235, -0.0016, 0.0154], [0.0865, -0.0167, 0.0504], [-0.0064, -0.0131, 0.0649], [-0.0812, 0.0809, 0.0071], [-0.0011, -0.0020, -0.0103], [-0.0060, -0.0023, 0.0003], [0.0037, -0.0068, 0.0024], [0.0050, -0.0053, 0.0011], [-0.0332, 0.0348, -0.0387], [-0.0017, -0.0069, -0.0030], [0.0128, -0.0066, -0.0029], [-0.0056, 0.0030, 0.0032], [0.0088, 0.0305, -0.0158], [0.0091, -0.0067, -0.0218], [0.0026, 0.0014, 0.0003], [-0.0045, 0.0041, 0.0063], [0.0025, 0.0151, 0.0124], [-0.0746, 0.0126, -0.0025], [0.0151, -0.0052, 0.0022], [-0.0006, 0.0080, -0.0068], [-0.0088, 0.0043, 0.0015], [0.0209, -0.0187, 0.0117], [0.0523, -0.0159, 0.0241], [0.1090, -0.2808, 0.0277], [-0.0458, 0.0221, -0.0287], [-0.0125, 0.0288, -0.0330], [-0.0164, 0.0133, 0.0101], [0.0018, 0.0181, 0.0014], [-0.0049, 0.0012, 0.0050], [0.0305, -0.0169, -0.0932], [-0.0144, 0.0659, 0.0059], [0.0109, 0.0383, 0.0368], [-0.0088, -0.0351, -0.0142], [-0.3158, -0.4592, -0.1906], [0.0380, 0.1205, -0.0064], [-0.0460, -0.0281, -0.0355], [0.0018, -0.0138, -0.0050], [-0.0056, 0.0150, 0.0170], [-0.0063, -0.0090, -0.0204], [0.0556, 0.0380, 0.0565], [0.0655, 0.0810, 0.0392], [0.0895, 0.0642, -0.0368], [-0.0083, -0.0122, -0.0124], [0.0088, -0.0322, 0.0011], [-0.0255, 0.0271, -0.0143], [-0.0260, -0.0136, 0.0476], [-0.0067, -0.0029, -0.0104], [0.0058, -0.0019, 0.0030], [0.0131, 0.0119, 0.0207], [0.0085, -0.0146, 0.0186], [0.0027, 0.0053, 0.0055], [-0.0205, -0.0151, 0.0071], [0.0055, 0.0067, -0.0017], [0.0028, -0.0061, -0.0011], [0.0082, 0.0056, 0.0021], [-0.0199, -0.0064, -0.0014], [-0.0317, 0.0061, -0.0084], [0.0077, 0.0015, 0.0109], [-0.0077, 0.0000, 0.0013], [0.0042, 0.0016, -0.0062], [-0.0055, 0.0008, 0.0169]],
  "lowdin_charge": [0.543, 0.523, -0.780, -0.156, -0.104, -0.116, -0.271, -0.053, 0.076, 0.094, 0.097, 0.064, -0.192, 0.215, -0.298, -0.394, -0.259, 0.201, -0.162, -0.307, -0.427, 0.041, 0.074, 0.238, 0.542, -0.353, -0.098, -0.089, -0.098, -0.093, -0.120, -0.360, -0.080, -0.076, -0.097, -0.092, -0.118, -0.408, -0.354, -0.077, -0.027, -0.035, 0.641, 0.448, -0.351, -0.108, -0.086, -0.094, -0.080, -0.098, -0.332, -0.138, -0.086, -0.098, -0.094, -0.081, 0.083, 0.096, 0.094, 0.103, 0.104, 0.086, 0.103, 0.094, 0.095, 0.094, 0.055, 0.096, 0.093, 0.093, 0.081, 0.062, 0.100, 0.093, 0.097, 0.096, -0.012, -0.082, 0.030, 0.028, -0.101, -0.097, -0.097, -0.331, -0.091, -0.074, 1.138, -0.338, -0.076, -0.091, -0.100, -0.075, -0.118, -0.350, -0.082, -0.070, -0.104, -0.097, -0.099, 0.092, 0.094, 0.088, 0.086, 0.102, 0.098, 0.093, 0.091, 0.102, 0.093, 0.082, 0.105, 0.091, 0.092, 0.110]
}